Computed, not measured: the ion C3H8NOS with charge +1, with wB97M-V/def2-TZVPD.

* SMILES string: [NH3+][C@H](C=O)CS
* orbital gap: 9.45 eV
* DFT total energy: -17605.90691 eV
* HOMO: -13.601 eV
* lowest unoccupied orbital energy: -0.1527 hartree
* charge: +1
* relative energy (zero: lowest compared OMol25 entry of this formula, charge and spin): 0.525 eV

Each line ends with the natural charge from an NBO analysis.
Element x y z (Å)
N (0.41721, -1.83758, 0.90042)  -0.69
C (-0.06247, -0.65985, -0.02731)  -0.15
C (1.28072, -0.32023, -0.80668)  0.44
O (2.12865, -1.15466, -0.91428)  -0.48
C (-0.67369, 0.42569, 0.81630)  -0.56
S (-1.40598, 1.74525, -0.24434)  0.03
H (0.94039, -2.43194, 0.25064)  0.47
H (1.11236, -1.43560, 1.53338)  0.44
H (-0.29557, -2.28547, 1.45926)  0.45
H (-0.81341, -1.02543, -0.73477)  0.26
H (1.37879, 0.76015, -1.03749)  0.17
H (-1.40780, 0.06981, 1.53082)  0.25
H (0.14880, 0.93448, 1.33701)  0.24
H (-0.45746, 2.66701, -0.04941)  0.15